[1]
This record from the OMol25 dataset describes an isolated molecule of C19H26O8. The level of theory is the ωB97M-V functional and the def2-TZVPD basis.

Positions of all 53 atoms, in Å:
C 2.27 3.36 4.69
C 1.05 3.68 3.80
C 1.33 3.12 2.39
O 1.22 1.71 2.47
C 1.55 1.11 1.23
C 0.66 -0.08 0.87
C 0.86 -0.73 -0.26
C 1.92 -0.38 -1.26
C 1.36 -0.25 -2.71
C 2.27 0.68 -3.54
O 1.99 0.57 -4.92
C 3.14 0.78 -5.71
C -0.03 -1.92 -0.54
O 0.37 -2.77 -1.25
C -1.39 -2.04 0.11
C -2.44 -2.92 -0.53
C -3.63 -2.15 -1.14
O -3.26 -0.93 -1.82
C -3.37 -1.08 -3.18
O -2.59 -1.72 -3.76
C -1.58 -1.38 1.24
C -2.87 -1.36 2.05
C -3.02 -2.57 2.97
O -3.38 -3.61 2.61
O -2.73 -2.38 4.30
C -0.42 -0.58 1.80
O -0.41 -0.40 2.96
H 2.19 3.76 5.71
H 3.17 3.74 4.18
H 2.40 2.27 4.76
H 0.19 3.11 4.18
H 0.84 4.75 3.78
H 0.60 3.56 1.68
H 2.34 3.45 2.07
H 2.58 0.72 1.31
H 1.55 1.87 0.43
H 2.44 0.56 -1.05
H 2.68 -1.18 -1.29
H 0.36 0.21 -2.72
H 1.33 -1.22 -3.22
H 2.04 1.71 -3.22
H 3.34 0.46 -3.38
H 3.75 1.64 -5.40
H 3.78 -0.12 -5.66
H 2.88 0.93 -6.77
H -2.85 -3.58 0.24
H -1.99 -3.59 -1.28
H -4.40 -2.01 -0.38
H -4.08 -2.82 -1.89
H -4.19 -0.61 -3.75
H -3.73 -1.22 1.40
H -2.82 -0.46 2.68
H -3.27 -1.67 4.68

Output
HOMO level ... -9.408 eV
Frontier orbital gap ... 8.8 eV
Structure (SMILES) ... CCCOCC1=C(CCCOC)C(=O)C(CCOC=O)=C(CC(=O)O)C1=O
Calculated total energy ... -36501.61695 eV

=====

[2]
This record from the OMol25 dataset describes a structure of composition C19H27AgAsN4O9PS2. The level of theory is the ωB97M-V functional and the def2-TZVPD basis.

Positions of all 64 atoms, in Å:
Ag -0.34 0.67 -0.23
C 2.00 1.78 -5.15
C 2.57 0.41 -4.81
N 3.03 0.30 -3.44
C 2.20 0.06 -2.35
S 0.56 -0.41 -2.58
N 2.87 0.20 -1.20
N 2.07 0.17 -0.11
C 2.60 -0.02 1.03
C 4.07 -0.17 1.27
C 1.65 -0.07 2.20
C 2.07 0.19 3.50
C 1.14 0.16 4.53
C -0.18 -0.13 4.23
C -0.50 -0.40 2.91
N 0.39 -0.39 1.93
H 1.73 1.83 -6.21
H 2.74 2.57 -4.94
H 1.11 1.97 -4.55
H 3.40 0.16 -5.47
H 1.79 -0.34 -4.94
H 3.83 0.86 -3.18
H 4.56 -0.39 0.32
H 4.28 -0.97 1.99
H 4.50 0.76 1.66
H 3.11 0.43 3.69
H 1.45 0.38 5.54
H -0.94 -0.15 5.00
H -1.52 -0.64 2.62
O -3.29 2.55 -1.83
As -3.74 1.67 -0.36
O -5.36 1.36 -0.47
O -2.70 0.40 -0.05
C -3.54 2.96 1.12
C -4.72 3.14 1.84
C -4.76 3.90 3.00
C -3.59 4.50 3.47
C -2.40 4.34 2.78
C -2.36 3.58 1.60
S -0.73 3.46 0.87
O -0.07 2.42 1.65
O -0.14 4.78 1.04
O -0.91 3.09 -0.55
H -2.35 2.79 -1.72
H -5.61 2.64 1.46
H -5.69 4.02 3.54
H -3.61 5.10 4.37
H -1.49 4.80 3.12
C -1.63 -4.86 -0.03
O -0.22 -4.67 -0.13
P 0.30 -3.12 0.22
O 1.84 -3.39 -0.23
C 2.24 -3.26 -1.59
O 0.54 -3.27 1.83
C 1.73 -3.76 2.44
H -1.84 -5.90 -0.30
H -2.18 -4.20 -0.72
H -2.00 -4.68 0.98
H 3.30 -3.01 -1.61
H 1.69 -2.47 -2.10
H 2.08 -4.21 -2.11
H 1.58 -3.71 3.51
H 2.59 -3.16 2.16
H 1.92 -4.80 2.15

Output
HOMO level ... -2.014 eV
Frontier orbital gap ... 6.5 eV
Calculated total energy ... -140329.06885 eV
Energy relative to the best compared isomer or geometry (same formula, charge and spin) ... 14.9 kcal per mole
Charge ... -2

=====

[3]
This record from the OMol25 dataset describes a structure of composition C19H27BF4N4NaO. The level of theory is the ωB97M-V functional and the def2-TZVPD basis.

Positions of all 57 atoms, in Å:
Na -0.34 0.47 -0.27
C 2.65 1.81 -0.90
N 2.13 0.88 0.08
C 2.73 -0.44 -0.07
C 2.14 1.34 1.45
C 2.97 2.36 1.87
C 2.94 2.83 3.18
C 2.05 2.24 4.07
C 1.22 1.21 3.67
C 1.22 0.71 2.35
N 0.37 -0.21 1.83
C -0.23 -1.18 2.58
C 0.28 -1.71 3.79
C -0.34 -2.74 4.47
C -1.51 -3.32 3.98
C -2.02 -2.84 2.78
C -1.40 -1.81 2.08
N -1.96 -1.38 0.82
C -2.02 -2.44 -0.17
C -3.23 -0.69 0.96
H 3.74 1.95 -0.85
H 2.41 1.43 -1.90
H 2.16 2.78 -0.79
H 3.82 -0.41 0.08
H 2.29 -1.12 0.66
H 2.52 -0.82 -1.07
H 3.65 2.82 1.17
H 3.59 3.63 3.49
H 1.99 2.60 5.09
H 0.50 0.81 4.37
H 1.20 -1.31 4.19
H 0.10 -3.11 5.39
H -2.01 -4.12 4.52
H -2.92 -3.27 2.37
H -2.73 -3.24 0.09
H -2.32 -2.03 -1.13
H -1.03 -2.88 -0.29
H -4.04 -1.36 1.30
H -3.13 0.11 1.68
H -3.53 -0.26 0.00
C -1.41 0.14 -5.54
N -0.44 -0.26 -4.54
C 0.93 0.18 -4.77
C -0.84 -0.47 -3.27
O -0.09 -0.54 -2.31
H -1.42 1.23 -5.64
H -2.41 -0.18 -5.22
H -1.18 -0.33 -6.49
H 0.99 1.27 -4.69
H 1.25 -0.14 -5.76
H 1.57 -0.27 -4.01
H -1.92 -0.59 -3.17
F -0.89 2.45 -1.21
B -1.80 2.55 -2.31
F -1.06 2.38 -3.50
F -2.43 3.78 -2.30
F -2.74 1.50 -2.19

Output
HOMO level ... -3.384 eV
Frontier orbital gap ... 5.7 eV
Calculated total energy ... -44122.51280 eV
Energy relative to the best compared isomer or geometry (same formula, charge and spin) ... 5.6 kcal per mole
Charge ... -1

=====

[4]
This record from the OMol25 dataset describes a structure of composition C19H27ClIN8OSTc. The level of theory is the ωB97M-V functional and the def2-TZVPD basis.

Positions of all 59 atoms, in Å:
Tc 1.51 -1.22 -1.58
Cl -4.36 -0.10 -4.96
C -3.02 -0.75 -4.17
C -2.86 -2.16 -4.18
C -1.74 -2.77 -3.54
I -1.63 -4.81 -3.68
C -0.81 -2.01 -2.89
O 0.27 -2.50 -2.26
C -0.97 -0.61 -2.89
N 0.03 0.08 -2.27
C -0.03 1.40 -2.26
C -1.08 2.14 -2.84
C -2.09 1.47 -3.47
C -2.06 0.05 -3.52
H -3.60 -2.76 -4.69
H 0.79 1.92 -1.77
H -1.06 3.21 -2.79
H -2.91 2.00 -3.94
N 6.40 -1.88 -2.66
N 5.29 -1.11 -2.53
N 5.25 0.11 -3.06
C 4.00 0.46 -2.85
N 3.33 -0.51 -2.20
N 4.19 -1.52 -2.02
H 7.22 -1.30 -2.80
H 6.48 -2.54 -1.89
H 3.58 1.41 -3.14
C -4.11 -1.02 2.77
C -2.69 -1.32 3.22
C -1.86 -2.09 2.20
C -1.75 -1.40 0.84
N -1.23 -0.03 0.96
C 0.03 0.35 0.98
S 1.32 -0.82 0.57
N 0.37 1.56 1.38
C 1.74 2.07 1.63
C 2.19 1.85 3.06
C 1.50 2.72 4.12
C 0.01 2.44 4.33
H -4.69 -0.56 3.57
H -4.63 -1.94 2.48
H -4.15 -0.34 1.91
H -2.72 -1.91 4.14
H -2.18 -0.39 3.50
H -2.31 -3.07 2.03
H -0.85 -2.27 2.59
H -2.73 -1.32 0.37
H -1.10 -1.96 0.17
H -1.90 0.63 1.35
H -0.36 2.11 1.82
H 1.72 3.13 1.38
H 2.41 1.58 0.92
H 3.27 2.07 3.09
H 2.09 0.79 3.31
H 1.65 3.77 3.87
H 2.02 2.56 5.06
H -0.62 2.93 3.59
H -0.32 2.83 5.29
H -0.20 1.37 4.34

Output
HOMO level (spin up / spin down) ... -17.424 / -16.800 eV
⟨S²⟩ ... 0.78
Frontier orbital gap (spin up / spin down) ... 7.5 / 3.5 eV
Calculated total energy ... -67737.46882 eV
Energy relative to the best compared isomer or geometry (same formula, charge and spin) ... 14.1 kcal per mole
Multiplicity ... 2
Charge ... +3